{"formula": "C24H25N3O5", "method": "ωB97M-V with the def2-TZVPD basis set", "e_homo_ev": -8.13, "e_above_lowest_kj_mol": 98.1, "largest_force_ev_per_a": 1.4, "smiles": "CCN(CC)C(=O)C(=O)c1cn(CC(=O)NCc2ccc3c(c2)OCO3)c2ccccc12", "gap_ev": 8.473, "symbols": ["C", "C", "N", "C", "C", "C", "O", "C", "O", "C", "C", "N", "C", "C", "O", "N", "C", "C", "C", "C", "C", "C", "C", "O", "C", "O", "C", "C", "C", "C", "C", "C", "H", "H", "H", "H", "H", "H", "H", "H", "H", "H", "H", "H", "H", "H", "H", "H", "H", "H", "H", "H", "H", "H", "H", "H", "H"], "coordinates": [[2.497, 0.450, -3.413], [1.890, -0.633, -2.526], [0.630, -1.136, -3.029], [0.629, -2.155, -4.065], [0.376, -1.580, -5.455], [-0.558, -0.660, -2.618], [-1.631, -1.072, -3.027], [-0.574, 0.489, -1.608], [-0.228, 1.614, -1.926], [-1.216, 0.158, -0.351], [-1.896, 1.047, 0.456], [-2.495, 0.398, 1.481], [-3.218, 1.033, 2.551], [-2.221, 1.594, 3.585], [-2.249, 2.744, 3.954], [-1.327, 0.673, 4.010], [-0.006, 1.082, 4.468], [0.851, 1.238, 3.236], [1.498, 0.141, 2.692], [2.160, 0.212, 1.467], [2.130, 1.417, 0.811], [1.470, 2.527, 1.349], [0.827, 2.463, 2.558], [1.593, 3.583, 0.499], [2.252, 3.084, -0.647], [2.684, 1.761, -0.389], [-2.174, -0.939, 1.403], [-2.517, -1.994, 2.242], [-2.038, -3.247, 1.922], [-1.232, -3.449, 0.800], [-0.892, -2.408, -0.037], [-1.374, -1.134, 0.252], [2.796, 0.048, -4.377], [3.370, 0.869, -2.920], [1.771, 1.244, -3.566], [1.724, -0.222, -1.528], [2.583, -1.476, -2.435], [1.588, -2.677, -4.031], [-0.173, -2.861, -3.828], [1.149, -0.871, -5.736], [-0.586, -1.074, -5.466], [0.355, -2.384, -6.186], [-2.014, 2.105, 0.321], [-3.890, 0.312, 3.021], [-3.807, 1.867, 2.162], [-1.345, -0.235, 3.563], [-0.120, 2.029, 4.996], [0.384, 0.320, 5.144], [1.492, -0.798, 3.225], [2.669, -0.641, 1.052], [0.309, 3.316, 2.965], [1.552, 3.076, -1.497], [3.122, 3.715, -0.876], [-3.140, -1.851, 3.113], [-2.288, -4.087, 2.552], [-0.872, -4.444, 0.588], [-0.271, -2.579, -0.901]], "atomic_forces_ev_per_a": [[-0.032, -0.152, 0.185], [0.274, 0.367, 0.029], [0.016, -0.177, 0.045], [-0.257, -0.081, -0.239], [0.014, -0.070, 0.183], [0.177, -0.049, -0.302], [-0.119, 0.073, 0.059], [-0.289, 0.306, 0.087], [0.011, -0.259, -0.047], [-0.211, 0.298, 0.472], [0.356, -0.080, -0.557], [-0.114, -0.085, -0.194], [0.005, 0.425, 0.364], [-0.435, -0.548, -0.149], [0.027, 0.479, -0.013], [-0.035, -0.328, 0.343], [0.063, 0.105, -0.137], [0.124, -0.148, 0.135], [-0.042, 0.118, 0.202], [0.093, 0.216, -0.353], [-0.357, 0.293, 0.394], [0.181, -0.608, -0.062], [0.161, 0.189, -0.285], [-0.124, 0.087, 0.445], [0.073, 0.627, -1.223], [0.171, -0.371, 0.211], [0.232, -0.539, -0.390], [-0.087, 0.053, 0.106], [-0.038, 0.004, 0.105], [0.103, -0.094, -0.099], [-0.094, -0.054, 0.064], [-0.209, 0.126, 0.326], [0.049, -0.014, -0.112], [0.150, 0.046, -0.004], [-0.055, 0.082, -0.033], [0.099, -0.092, -0.033], [-0.107, 0.049, 0.098], [-0.059, 0.023, 0.077], [0.163, -0.009, -0.012], [0.073, 0.053, -0.058], [-0.074, 0.035, -0.045], [-0.007, -0.056, -0.122], [-0.041, 0.220, 0.002], [0.029, 0.051, -0.083], [0.076, -0.132, 0.088], [-0.015, 0.147, -0.045], [0.056, -0.137, 0.046], [0.006, 0.102, -0.009], [-0.012, -0.121, 0.090], [0.085, -0.130, -0.069], [-0.096, 0.148, 0.078], [0.157, -0.032, 0.282], [-0.141, -0.156, 0.154], [-0.058, 0.010, 0.087], [-0.031, -0.059, 0.060], [0.040, -0.084, -0.032], [0.075, -0.064, -0.108]], "lowdin_charge": [-0.0580, -0.1931, -0.0626, -0.1928, -0.0632, -0.4175, 0.0953, -0.2633, 0.1010, -0.0764, 0.0508, -0.0359, -0.0207, -0.4766, 0.0791, 0.0893, -0.1166, -0.2119, -0.0437, 0.0088, -0.2138, -0.1954, 0.0586, 0.0514, -0.1498, 0.0138, -0.1766, -0.0278, -0.0864, -0.0806, -0.0032, -0.0961, 0.0654, 0.0718, 0.0749, 0.0956, 0.1250, 0.1194, 0.1215, 0.0617, 0.0752, 0.0744, 0.1544, 0.1317, 0.1394, 0.1117, 0.1241, 0.1233, 0.1131, 0.1177, 0.1285, 0.1221, 0.1428, 0.1088, 0.1019, 0.1018, 0.1077]}

=====

{"formula": "C15H8Cl3F3IrN2O6S", "method": "ωB97M-V with the def2-TZVPD basis set", "e_homo_ev": [-10.47, -11.49], "e_above_lowest_kj_mol": 514.2, "charge": 1, "s_squared": 6.016, "largest_force_ev_per_a": 1.3, "multiplicity": 5, "gap_ev": [6.081, 6.962], "symbols": ["Ir", "O", "C", "O", "C", "C", "C", "C", "C", "N", "C", "O", "O", "H", "H", "H", "H", "H", "F", "C", "F", "F", "C", "C", "C", "C", "N", "C", "S", "H", "H", "H", "Cl", "C", "Cl", "Cl", "C", "O", "O"], "coordinates": [[-0.452, 0.438, -1.041], [0.584, -3.099, -3.507], [0.076, -2.105, -2.822], [0.736, -1.187, -2.363], [-1.402, -2.163, -2.636], [-2.218, -3.154, -3.169], [-3.583, -3.064, -2.942], [-4.086, -1.992, -2.211], [-3.195, -1.047, -1.712], [-1.882, -1.153, -1.915], [-3.549, 0.205, -0.962], [-4.694, 0.274, -0.320], [-2.758, 1.128, -0.950], [1.552, -3.032, -3.600], [-1.778, -3.954, -3.740], [-4.249, -3.817, -3.333], [-5.149, -1.897, -2.058], [-5.243, -0.524, -0.346], [3.796, 3.095, -0.111], [3.209, 3.510, 1.019], [4.157, 4.077, 1.765], [2.332, 4.457, 0.711], [2.565, 2.297, 1.715], [3.596, 1.516, 2.467], [3.548, 0.216, 2.765], [2.629, -0.807, 2.304], [1.857, -0.868, 1.302], [1.506, 1.500, 0.889], [0.827, 2.348, -0.614], [4.361, 2.133, 2.918], [4.328, -0.163, 3.411], [2.634, -1.729, 2.873], [-1.863, 2.411, 2.905], [-0.577, 1.209, 2.580], [-1.194, -0.006, 1.442], [-0.258, 0.317, 4.160], [0.636, 1.776, 2.056], [1.500, 2.657, 2.651], [1.700, 0.194, 0.419]], "atomic_forces_ev_per_a": [[0.488, 0.854, -0.684], [-0.048, -0.436, -0.270], [0.647, 0.566, 0.376], [-0.299, -0.350, -0.108], [-0.367, -0.183, 0.002], [0.114, 0.315, 0.141], [0.070, 0.118, 0.115], [0.318, 0.058, 0.000], [0.073, -0.354, -0.186], [0.247, 0.103, 0.269], [0.400, 0.297, -0.106], [-0.324, 0.245, 0.114], [-0.837, -0.343, 0.005], [-0.220, 0.210, 0.136], [-0.022, -0.096, -0.061], [-0.080, -0.032, -0.049], [-0.136, 0.031, 0.010], [0.252, 0.044, -0.089], [-0.003, -0.214, -0.002], [0.003, 0.165, -0.193], [0.072, 0.042, 0.338], [-0.222, 0.037, 0.100], [0.131, -0.404, -0.322], [-0.184, -0.228, 0.088], [0.446, 0.676, -0.201], [0.005, 0.330, -0.108], [-0.707, -1.044, 0.024], [-0.340, 0.797, -0.416], [-0.554, -0.986, 0.146], [0.106, -0.106, 0.029], [0.006, -0.007, 0.128], [-0.054, -0.106, -0.055], [0.285, -0.139, -0.076], [-0.224, 0.306, 1.166], [-0.185, -0.458, -0.019], [-0.083, 0.293, -0.358], [0.862, -0.037, -0.232], [-0.709, 0.132, 0.346], [1.076, -0.093, 0.001]], "lowdin_charge": [1.0045, 0.1844, -0.4442, 0.0216, -0.1490, 0.0586, 0.0116, 0.0461, -0.1551, 0.0531, -0.4767, 0.1907, -0.0142, 0.1688, 0.1345, 0.1293, 0.1281, 0.1347, 0.1596, -0.6027, 0.1698, 0.1550, -0.2389, 0.0557, -0.0076, -0.1242, 0.0708, -0.6889, 0.6949, 0.1323, 0.1181, 0.1265, 0.6437, -1.4177, 0.6853, 0.5891, -0.4145, 0.1006, -0.2339]}